Here is a molecular structure, C35H35BrN4O4S3SbY from the OMol25 dataset. Energies are from ωB97M-V/def2-TZVPD.

Calculated values
**HOMO level**: -8.405 eV
**E_tot**: -5921.95600 hartree
**Energy relative to the best compared isomer or geometry (same formula, charge and spin)**: 0.4728 eV
**LUMO energy**: -0.0104 hartree
**Orbital gap**: 0.298 hartree

```
! wB97M-V def2-TZVPD RIJCOSX def2/J DEFGRID3
* xyz 0 1
Y 0.487 -0.373 -0.980
C -3.476 -3.978 1.627
C -3.475 -3.198 0.479
C -2.274 -2.774 -0.067
C -1.082 -3.154 0.527
C -1.070 -3.945 1.668
C -2.275 -4.350 2.220
N 0.128 -2.654 -0.046
N 1.048 -3.489 -0.107
C 2.298 -3.040 -0.613
C 3.237 -4.070 -0.694
C 4.518 -3.792 -1.133
C 4.831 -2.484 -1.477
C 3.869 -1.480 -1.381
C 2.557 -1.693 -0.946
H -4.414 -4.295 2.065
H -4.405 -2.905 0.011
H -2.254 -2.159 -0.955
H -0.124 -4.222 2.114
H -2.278 -4.956 3.116
H 2.938 -5.073 -0.415
H 5.259 -4.577 -1.210
H 5.829 -2.242 -1.824
H 4.189 -0.482 -1.675
N 0.210 1.115 -3.066
C -0.562 0.330 -4.050
C -0.164 -1.152 -3.981
O -0.118 -1.817 -4.993
O 0.065 -1.556 -2.771
H -0.292 1.962 -2.815
H 1.088 1.402 -3.485
H -0.465 0.705 -5.068
H -1.614 0.390 -3.764
O 2.332 -0.368 5.755
C 2.094 -0.289 4.431
C 2.364 -1.324 3.541
C 2.075 -1.134 2.207
N 1.537 -0.013 1.705
C 1.312 0.957 2.581
Br 0.608 2.580 1.917
C 1.563 0.892 3.936
H 2.701 -1.230 5.975
H 2.794 -2.260 3.874
H 2.296 -1.911 1.492
H 1.348 1.723 4.591
O -1.402 0.467 -0.464
C -2.555 1.091 -0.039
C -2.583 1.179 1.481
C -3.048 2.169 2.290
C -2.921 1.856 3.674
C -2.364 0.633 3.876
S -2.006 -0.156 2.399
C -3.792 0.328 -0.514
C -3.947 -0.313 -1.705
C -5.248 -0.857 -1.879
C -6.058 -0.606 -0.813
S -5.238 0.261 0.412
C -2.598 2.504 -0.631
C -1.528 3.308 -0.896
C -1.897 4.579 -1.418
C -3.246 4.714 -1.538
S -4.066 3.300 -1.035
H -3.452 3.098 1.913
H -3.223 2.516 4.474
H -2.150 0.149 4.816
H -3.147 -0.404 -2.426
H -5.563 -1.406 -2.754
H -7.086 -0.900 -0.677
H -0.510 2.996 -0.710
H -1.193 5.353 -1.688
H -3.798 5.563 -1.908
C 2.830 4.205 -0.742
Sb 2.865 2.074 -0.949
C 4.344 1.709 0.546
C 4.114 2.071 -2.699
H 3.846 4.591 -0.808
H 2.401 4.474 0.221
H 2.227 4.648 -1.535
H 5.282 2.190 0.272
H 4.493 0.636 0.653
H 3.991 2.119 1.493
H 5.160 2.171 -2.412
H 3.843 2.919 -3.329
H 3.989 1.152 -3.268
*
```

Here is 9 unconnected molecules or ions with the total composition C36H90O18 at a distorted geometry from the OMol25 dataset. Energies are from ωB97M-V/def2-TZVPD.

Calculated values
**HOMO level (spin up / spin down)**: 0.820 / -7.190 eV
**E_tot**: -2779.37585 hartree
**Energy relative to the best compared isomer or geometry (same formula, charge and spin)**: 0.5771 eV
**LUMO energy (spin up / spin down)**: 0.0777 / 0.0747 hartree
**Expectation value of S²**: 0.75
**Orbital gap (spin up / spin down)**: 0.048 / 0.339 hartree

```
! wB97M-V def2-TZVPD RIJCOSX def2/J DEFGRID3
* xyz -1 2
C 25.126 -35.971 21.410
O 23.767 -36.477 21.094
C 23.701 -37.871 21.413
C 22.310 -38.469 21.042
O 22.235 -38.494 19.621
C 21.100 -39.185 19.160
H 25.863 -36.537 20.840
H 25.445 -36.040 22.450
H 25.264 -34.933 21.107
H 23.876 -37.984 22.482
H 24.516 -38.429 20.950
H 21.553 -37.834 21.502
H 22.041 -39.454 21.425
H 20.126 -38.954 19.592
H 21.256 -40.245 19.361
H 21.067 -39.174 18.071
C 24.963 -40.067 17.685
O 24.963 -41.327 16.937
C 24.455 -42.381 17.701
C 24.136 -43.643 16.768
O 23.272 -43.257 15.698
C 22.914 -44.218 14.752
H 25.476 -40.016 18.646
H 23.983 -39.711 18.001
H 25.492 -39.374 17.030
H 23.490 -42.108 18.129
H 25.129 -42.637 18.519
H 23.706 -44.477 17.322
H 25.070 -43.987 16.324
H 23.766 -44.735 14.311
H 22.310 -43.754 13.972
H 22.367 -45.036 15.220
C 26.942 -39.375 24.725
O 26.103 -39.884 23.701
C 26.778 -40.802 22.817
C 27.377 -40.185 21.546
O 28.209 -39.050 21.845
C 29.055 -38.764 20.693
H 26.607 -38.464 25.220
H 27.911 -39.161 24.273
H 27.120 -40.084 25.533
H 26.127 -41.587 22.431
H 27.511 -41.445 23.303
H 26.568 -39.858 20.893
H 27.923 -40.999 21.070
H 29.805 -39.524 20.473
H 29.544 -37.877 21.095
H 28.427 -38.488 19.846
C 33.578 -34.895 18.565
O 33.469 -35.734 19.748
C 33.074 -34.922 20.912
C 33.081 -35.720 22.190
O 32.118 -36.804 22.099
C 32.474 -37.850 21.210
H 32.798 -34.144 18.436
H 33.638 -35.558 17.702
H 34.499 -34.312 18.565
H 32.059 -34.554 20.763
H 33.664 -34.020 21.079
H 32.786 -35.082 23.022
H 34.098 -36.006 22.461
H 32.236 -37.528 20.196
H 31.955 -38.783 21.432
H 33.545 -38.047 21.251
C 27.623 -36.740 15.096
O 27.387 -36.427 13.713
C 26.094 -35.706 13.592
C 25.934 -35.224 12.098
O 25.959 -36.420 11.338
C 26.148 -36.235 9.939
H 27.731 -35.820 15.670
H 28.556 -37.304 15.093
H 26.844 -37.329 15.580
H 26.011 -34.862 14.277
H 25.318 -36.441 13.806
H 26.840 -34.680 11.829
H 25.022 -34.687 11.840
H 26.604 -37.097 9.452
H 26.887 -35.474 9.687
H 25.218 -35.924 9.464
C 19.621 -29.819 19.367
O 20.611 -30.797 19.370
C 21.300 -30.976 18.138
C 22.464 -31.974 18.407
O 23.099 -32.498 17.190
C 22.280 -33.293 16.383
H 18.844 -30.017 18.629
H 20.034 -28.832 19.160
H 19.140 -29.754 20.343
H 21.637 -29.981 17.845
H 20.532 -31.248 17.414
H 22.107 -32.826 18.986
H 23.264 -31.481 18.958
H 21.470 -32.709 15.946
H 21.839 -34.081 16.994
H 22.934 -33.803 15.677
C 29.276 -35.440 19.485
O 28.607 -34.184 19.486
C 28.010 -33.723 18.314
C 26.597 -34.171 17.889
O 26.462 -35.618 17.768
C 25.140 -36.084 17.646
H 29.786 -35.592 20.436
H 29.925 -35.571 18.619
H 28.500 -36.203 19.538
H 28.695 -33.623 17.472
H 27.916 -32.657 18.520
H 26.388 -33.653 16.953
H 25.791 -33.918 18.578
H 24.925 -36.800 18.440
H 25.081 -36.684 16.738
H 24.346 -35.338 17.681
C 31.281 -31.802 18.009
O 32.237 -31.514 19.015
C 33.475 -31.112 18.529
C 34.157 -30.234 19.590
O 34.263 -30.819 20.907
C 35.017 -30.124 21.850
H 30.719 -30.920 17.703
H 30.663 -32.597 18.429
H 31.630 -32.365 17.143
H 33.270 -30.489 17.659
H 34.033 -31.980 18.175
H 33.731 -29.242 19.738
H 35.164 -30.023 19.229
H 35.216 -30.720 22.741
H 34.461 -29.260 22.216
H 36.002 -29.811 21.503
C 26.468 -29.643 17.689
O 27.611 -28.983 17.047
C 27.105 -27.840 16.311
C 26.159 -28.094 15.053
O 25.927 -26.861 14.399
C 25.281 -27.042 13.087
H 25.944 -30.308 17.003
H 25.872 -28.942 18.274
H 26.863 -30.347 18.422
H 27.945 -27.270 15.913
H 26.726 -27.034 16.939
H 25.180 -28.371 15.444
H 26.442 -28.960 14.456
H 25.306 -26.104 12.532
H 24.261 -27.411 13.195
H 25.701 -27.887 12.542
*
```

Here is a molecular structure, C40H53BBr2F5IN2O12PS at a distorted geometry from the OMol25 dataset. Energies are from ωB97M-V/def2-TZVPD.

Calculated values
**HOMO level**: -10.984 eV
**E_tot**: -9277.52076 hartree
**Energy relative to the best compared isomer or geometry (same formula, charge and spin)**: 0.0000 eV
**LUMO energy**: -0.1349 hartree
**Orbital gap**: 0.269 hartree

```
! wB97M-V def2-TZVPD RIJCOSX def2/J DEFGRID3
* xyz 1 1
C 4.069 -3.564 -0.248
C 2.572 -3.655 -0.042
O 2.053 -2.401 0.429
B 0.773 -2.330 0.920
O 0.281 -3.188 1.850
C -0.127 -1.128 0.330
C -0.324 0.102 1.274
C 1.067 0.814 1.271
C 1.549 1.579 2.514
C 2.325 2.842 2.096
C 2.856 3.636 3.266
F 3.339 4.831 2.831
F 3.873 2.989 3.893
C 1.766 3.959 4.321
F 0.624 4.234 3.678
F 2.080 5.007 5.069
F 1.564 2.924 5.126
P -0.838 -0.249 3.014
S 0.416 -1.070 4.249
C -1.440 1.082 0.702
C -1.157 2.565 0.990
C -2.390 3.403 1.387
O -2.519 3.523 2.790
C -1.661 0.791 -0.778
I -2.709 2.341 -1.873
N -2.293 -0.574 -1.006
N -3.395 -0.642 -0.119
C -2.743 -0.820 -2.448
C -4.216 -0.618 -2.731
O -4.865 -1.837 -2.365
C -1.197 -1.667 -0.634
O -0.476 -2.060 -1.774
C 0.302 -1.218 -2.620
C 1.501 -2.013 -3.112
C 2.298 -1.193 -4.115
O 1.007 -3.232 -3.636
C -1.973 -3.004 -0.296
Br -2.719 -3.121 1.482
C -1.206 -4.267 -0.808
C -1.668 -4.648 -2.210
Br -1.580 -5.839 0.318
H 4.470 -4.569 -0.395
H 4.326 -2.954 -1.113
H 4.519 -3.149 0.657
H 2.080 -3.919 -0.985
H 2.349 -4.459 0.665
H 0.951 -3.453 2.492
H 0.596 -0.694 -0.362
H 1.101 1.480 0.400
H 1.829 0.060 1.053
H 0.726 1.897 3.144
H 2.230 0.956 3.091
H 3.154 2.592 1.432
H 1.658 3.515 1.549
H -1.199 1.045 3.419
H -2.074 -0.887 2.907
H -2.349 0.862 1.269
H -0.518 2.650 1.867
H -0.610 3.048 0.176
H -2.298 4.408 0.977
H -3.302 2.974 0.958
H -2.889 2.718 3.163
H -0.713 0.803 -1.306
H -3.909 0.226 -0.115
H -3.958 -1.470 -0.241
H -2.120 -0.259 -3.136
H -2.551 -1.871 -2.662
H -4.673 0.216 -2.201
H -4.310 -0.416 -3.803
H -5.644 -1.962 -2.912
H -0.283 -0.900 -3.487
H 0.694 -0.318 -2.141
H 2.141 -2.191 -2.236
H 1.668 -0.850 -4.937
H 2.750 -0.332 -3.618
H 3.113 -1.802 -4.511
H 1.601 -3.554 -4.319
H -2.864 -2.996 -0.927
H -0.129 -4.186 -0.730
H -2.758 -4.703 -2.239
H -1.246 -5.608 -2.501
H -1.343 -3.892 -2.925
C -4.336 4.553 -5.167
C -4.179 3.233 -5.177
C -5.063 2.348 -5.973
O -4.916 1.143 -5.939
C -6.128 2.988 -6.780
C -6.287 4.309 -6.782
C -5.408 5.198 -5.976
O -5.551 6.397 -5.972
H -3.706 5.220 -4.593
H -3.418 2.711 -4.611
H -6.759 2.322 -7.355
H -7.058 4.802 -7.360
C -1.159 5.326 6.160
C -0.827 6.508 6.668
C -1.554 7.077 7.833
O -1.256 8.155 8.294
C -2.662 6.270 8.408
C -2.992 5.086 7.899
C -2.266 4.523 6.734
O -2.566 3.445 6.262
H -0.633 4.891 5.327
H -0.020 7.111 6.269
H -3.176 6.704 9.257
H -3.795 4.481 8.299
C 7.543 -6.082 -0.036
C 8.842 -6.258 0.184
C 9.795 -6.453 -0.942
O 10.976 -6.614 -0.743
C 9.237 -6.442 -2.320
C 7.937 -6.265 -2.537
C 6.990 -6.070 -1.413
O 5.803 -5.906 -1.612
H 6.831 -5.940 0.767
H 9.271 -6.270 1.178
H 9.949 -6.587 -3.123
H 7.508 -6.255 -3.531
*
```